Run a
Computed, not measured: a gas-phase ion, C22H31N2O2 (charge +1), with wB97M-V/def2-TZVPD.

Each line ends with the Mulliken charge.
Element x y z (Å)
O 1.90 -1.35 0.70  -0.450
O -3.93 -1.61 0.88  -0.423
N -2.80 0.70 -0.51  0.467
N -0.40 -0.08 0.11  1.459
C 1.68 2.60 1.80  -0.896
C 5.70 -0.94 -0.97  -0.843
C 3.66 0.02 -0.11  0.281
C 1.98 3.37 -0.45  -0.903
C 3.18 -1.27 0.17  0.152
C 2.36 1.43 1.49  0.124
C 2.87 1.23 0.21  0.680
C 1.24 -2.61 0.69  -0.998
C -0.46 0.66 -1.17  -0.285
C -2.27 1.48 0.58  -1.167
C -1.92 0.75 -1.65  -1.249
C 2.67 2.21 -0.76  -0.395
C -0.92 -1.47 0.00  -0.199
C -5.15 -1.25 0.25  -0.636
C 3.96 -2.37 -0.11  -0.725
C -0.23 -2.37 1.02  -0.938
C -4.20 0.86 -0.84  -0.993
C 4.91 0.16 -0.68  -0.537
C 5.22 -2.21 -0.67  -0.665
C 1.48 3.57 0.83  -0.310
C -1.08 0.71 1.17  -0.079
C -4.87 -0.51 -1.06  -0.529
H -2.00 -1.45 0.15  -0.146
H 1.69 -3.27 1.43  0.478
H 3.07 2.07 -1.75  0.564
H -0.70 -1.84 -1.00  0.526
H -4.24 -1.13 -1.69  0.223
H -2.17 -0.08 -2.32  0.398
H -0.04 1.65 -1.01  0.000
H 0.97 4.48 1.08  0.454
H -0.31 -1.94 2.02  0.334
H 3.61 -3.37 0.11  0.432
H 1.84 4.13 -1.21  0.445
H -5.73 -2.15 0.02  0.377
H -1.96 2.49 0.27  0.339
H -2.04 1.69 -2.23  0.506
H 6.67 -0.81 -1.40  0.408
H 2.53 0.69 2.25  0.444
H -5.74 -0.61 0.91  0.344
H -1.43 0.01 1.93  0.545
H 0.61 -0.19 0.37  -0.538
H 1.33 2.76 2.81  0.529
H -4.33 1.47 -1.75  0.338
H -3.03 1.59 1.36  0.644
H -4.15 -2.13 1.66  0.266
H -0.36 1.40 1.62  -0.236
H 0.16 0.15 -1.91  0.492
H 1.34 -3.07 -0.30  0.589
H -4.71 1.37 -0.02  0.490
H 5.83 -3.08 -0.88  0.415
H -5.82 -0.36 -1.56  0.451
H 5.28 1.16 -0.89  0.511
H -0.74 -3.33 1.03  0.435

Output
Gap between HOMO and LUMO   9.37 eV
Spin multiplicity   1
Total charge   +1
HOMO   -11.30 eV
SMILES   OCCCN1CC[NH+](CCCOc2ccccc2-c2ccccc2)CC1

Run b
Computed, not measured: a gas-phase ion, C22H31N2O2 (charge +1), with wB97M-V/def2-TZVPD.

Each line ends with the Mulliken charge.
Element x y z (Å)
O 1.50 -4.16 4.67  -0.417
O 1.40 2.30 0.29  -0.726
N 1.06 0.51 1.97  0.175
N 0.27 1.30 -1.44  0.238
C 0.06 -0.97 3.78  0.947
C -1.38 0.05 -4.58  -0.509
C 0.55 2.14 -2.55  0.663
C 1.17 3.68 -4.76  -0.947
C 2.26 -0.32 1.74  -0.976
C -0.84 -3.49 4.59  -0.454
C -1.32 0.74 1.13  -1.369
C 2.00 3.71 -3.64  -0.710
C 1.16 -5.45 5.13  -0.891
C 0.04 2.89 -4.75  -0.478
C 0.53 -3.25 4.45  0.365
C -0.36 -0.93 -4.00  -1.133
C 0.68 1.43 -0.18  0.632
C -1.30 -1.21 3.96  -0.644
C -0.31 2.12 -3.65  0.478
C -1.58 1.29 -3.70  0.580
C -1.73 -2.46 4.37  -1.040
C 1.69 2.94 -2.54  -0.622
C 0.13 0.37 0.82  -0.017
C -2.77 2.12 -4.20  -1.841
C 0.96 -1.99 4.05  -0.273
C 0.55 0.40 3.37  -1.446
H 1.37 0.70 4.02  0.577
H -1.85 0.96 -2.69  0.032
H -0.59 2.88 -5.62  0.376
H 3.00 -0.12 2.51  0.350
H 2.33 2.95 -1.68  0.489
H -3.69 1.57 -4.05  0.460
H 2.70 -0.07 0.78  0.241
H -0.34 0.52 -1.66  -0.102
H -1.39 1.73 1.55  0.412
H 2.03 -1.83 4.01  0.606
H -0.26 1.12 3.49  0.555
H -0.22 -1.77 -4.68  0.435
H 0.54 -5.98 4.40  0.360
H -2.02 -0.41 3.84  0.518
H -1.77 0.01 1.80  0.270
H -0.69 -1.32 -3.04  0.211
H -2.68 2.34 -5.26  0.345
H -1.21 -4.45 4.91  0.444
H -1.89 0.73 0.20  0.337
H 2.88 4.33 -3.63  0.412
H 1.41 4.27 -5.63  0.410
H -2.79 -2.63 4.51  0.394
H 2.10 -5.97 5.26  0.248
H -1.05 0.37 -5.57  0.297
H 0.61 -0.44 -3.87  0.289
H 0.19 -0.64 0.42  0.274
H -2.34 -0.46 -4.69  0.440
H 1.39 1.52 1.81  0.442
H 0.64 -5.40 6.09  0.380
H 2.00 -1.37 1.76  0.501
H -2.83 3.06 -3.66  0.409

Output
Gap between HOMO and LUMO   9.26 eV
Spin multiplicity   1
Total charge   +1
HOMO   -11.43 eV
SMILES   CC[C@H](C)c1ccccc1NC(=O)[C@H](C)[N@H+](C)Cc1cccc(OC)c1

Winner for stability: run b

Run a
Computed, not measured: 2 unconnected molecules or ions with the total composition C3H5N3O, with wB97M-V/def2-TZVPD.

Each line ends with the Mulliken charge.
Element x y z (Å)
O -0.72 -2.14 -0.65  -0.458
N 0.88 -0.86 0.47  -0.288
N -0.85 1.24 -0.42  -0.303
N -2.35 1.66 -0.43  -0.482
C -1.71 0.54 0.15  0.236
C 0.09 -1.45 -0.21  0.609
C 2.14 -0.22 0.37  -0.648
H 2.63 -0.22 1.39  0.227
H -1.96 -0.32 0.74  0.302
H -2.82 1.56 -1.26  0.214
H 1.80 0.83 0.20  0.309
H 2.88 -0.60 -0.34  0.280

Output
Gap between HOMO and LUMO   10.09 eV
Spin multiplicity   1
Total charge   0
HOMO   -9.32 eV
SMILES   C1=NN1.CN=C=O

Run b
Computed, not measured: C3H5N3O in the gas phase, with wB97M-V/def2-TZVPD.

Each line ends with the Mulliken charge.
Element x y z (Å)
O -0.45 -1.50 1.78  -0.462
N -0.05 -0.20 -1.43  -0.529
N 1.03 1.71 -0.68  -0.680
N 1.15 -0.36 0.54  -0.651
C -1.00 -0.26 -0.30  -0.588
C 0.92 0.45 -0.61  0.800
C -0.04 -0.79 0.74  0.466
H 1.50 2.06 0.16  0.263
H -1.08 0.83 -0.01  0.352
H -1.93 -0.82 -0.46  0.360
H -0.37 0.47 -2.12  0.297
H 0.32 -1.59 2.38  0.371

Output
Gap between HOMO and LUMO   10.69 eV
Spin multiplicity   1
Total charge   0
HOMO   -10.02 eV
SMILES   [H]/N=C1\N=C(O)CN1

Winner for stability: run b

Run a
Computed, not measured: 2 unconnected molecules or ions with the total composition C3H5N3O, with wB97M-V/def2-TZVPD.

Each line ends with the Mulliken charge.
Element x y z (Å)
O -2.19 0.55 -0.39  -0.444
N 0.77 -0.14 1.62  -0.454
N 1.77 0.67 -0.11  0.193
N 0.53 0.79 -0.46  -0.528
C 2.02 0.08 1.19  -0.236
C -1.46 0.19 0.62  -0.011
C -0.08 0.28 0.64  0.449
H -0.44 -2.05 -1.56  0.037
H 0.20 -2.01 -1.17  -0.031
H 2.48 0.97 -0.76  0.182
H -1.58 0.89 -1.09  0.430
H -2.02 -0.22 1.46  0.413

Output
Gap between HOMO and LUMO   6.68 eV
Spin multiplicity   1
Total charge   0
HOMO   -8.29 eV

Run b
Computed, not measured: C3H5N3O in the gas phase, with wB97M-V/def2-TZVPD.

Each line ends with the Mulliken charge.
Element x y z (Å)
O 0.48 -1.58 -1.50  -0.400
N 0.59 -0.40 -0.78  0.127
N -1.77 0.62 -0.77  -0.621
N -0.13 1.06 2.14  -0.595
C 1.01 -0.50 0.49  -0.277
C 0.27 0.52 1.09  0.195
C -0.52 0.82 -0.59  -0.032
H -0.05 0.46 2.97  0.237
H -0.05 1.70 -1.01  0.387
H 1.85 -1.11 0.79  0.395
H 0.41 -1.29 -2.42  0.351
H -2.08 -0.29 -0.42  0.232

Output
Gap between HOMO and LUMO (spin up / spin down)   7.15 / 7.15 eV
Spin multiplicity   1
Total charge   0
HOMO (spin up / spin down)   -8.04 / -8.04 eV

Winner for stability: run a